Computed, not measured: the molecule C8H8F2O2S, with ωB97M-V/def2-TZVPD.

Element x y z (Å)
C -3.638063 -0.230987 0.286875
S -1.988768 0.497517 0.121354
O -1.485601 0.864013 1.410909
O -2.015891 1.500182 -0.902453
C -0.920624 -0.899010 -0.502269
F -1.321111 -1.195307 -1.753962
F -1.161167 -1.986491 0.252158
C 0.625795 -0.399733 -0.422876
C 0.998523 0.800128 -0.996036
C 2.306494 1.224689 -0.824644
C 3.208159 0.463200 -0.098107
C 2.815707 -0.739925 0.461269
C 1.511830 -1.176814 0.303601
H -4.311494 0.579315 0.538011
H -3.905957 -0.666799 -0.666768
H -3.606402 -0.965925 1.080493
H 0.284749 1.388952 -1.546132
H 2.624330 2.163822 -1.250666
H 4.221117 0.810465 0.034824
H 3.511624 -1.339817 1.027488
H 1.185055 -2.106047 0.745107

Forces on atoms 1 to 3 (eV/Å):
0.92 0.10 -0.13
-0.50 0.07 0.27
-0.05 -0.33 0.30

Output
2S+1   1
Orbital gap   10.49 eV
SMILES   CS(=O)(=O)C(F)(F)c1ccccc1
Relative energy (zero: lowest compared OMol25 entry of this formula, charge and spin)   0.0 kJ/mol

Electronic structure analysis, Löwdin charges in units of e: C -0.112; S 0.681; O -0.286; O -0.300; C -0.499; F 0.092; F 0.084; C -0.129; C -0.035; C -0.062; C -0.078; C -0.071; C -0.030; H 0.071; H 0.068; H 0.066; H 0.108; H 0.107; H 0.104; H 0.105; H 0.116

Computed, not measured: a cluster of 2 separate species, C8H8FN2O2 in total, with ωB97M-V/def2-TZVPD.

Element x y z (Å)
C 2.933466 -0.121466 -1.158880
C 1.634147 0.035110 -0.758636
C 3.733027 -1.024878 -0.491307
C 2.000534 -1.561020 1.029769
C 1.037690 -0.730729 0.343912
C -3.707322 -0.453444 -0.080626
C -1.771648 1.817101 0.905595
C -1.665048 0.936463 -0.380883
N 3.192671 -1.713234 0.573962
N -0.177463 -0.836821 0.709184
O -4.266229 -0.293327 0.991607
O -2.692418 0.049247 -0.714644
F -4.286156 -1.366200 -0.952853
H 3.251433 0.441931 -1.910169
H 1.142794 0.805546 -1.355157
H 4.703892 -1.104722 -0.796514
H 1.877767 -2.161772 1.887852
H -2.575675 2.504564 0.632020
H -2.153002 1.112723 1.757417
H -0.861265 2.193043 1.004678
H -1.351191 1.471885 -1.236317

Forces on atoms 1 to 3 (eV/Å):
-1.44 -2.63 3.72
-0.60 0.32 0.18
-3.27 -0.13 1.32

Output
2S+1   1
Orbital gap   6.20 eV
Relative energy (zero: lowest compared OMol25 entry of this formula, charge and spin)   464.8 kJ/mol
Total charge   -1

Electronic structure analysis, Löwdin charges in units of e: C -0.158; C -0.073; C -0.202; C -0.179; C -0.466; C -0.531; C -0.085; C -0.138; N 0.001; N 0.168; O 0.103; O 0.034; F 0.059; H 0.040; H 0.073; H 0.034; H 0.075; H 0.064; H 0.106; H 0.003; H 0.071

Computed, not measured: a structure of composition C8H8I2O3Pt, with ωB97M-V/def2-TZVPD.

Element x y z (Å)
Pt 0.000000 0.000000 0.000000
I -2.022861 1.307067 1.479614
C -0.821838 2.790639 -0.178948
I 1.048071 2.008062 -1.690808
H -0.366486 3.572330 0.434971
H -1.605788 3.122289 -0.865002
O 5.172319 -0.065995 2.853687
C 4.442016 -1.186968 3.158891
C 5.021664 -2.093777 4.045019
C 4.334815 -3.254247 4.398233
C 3.071420 -3.502460 3.863540
C 2.495774 -2.588918 2.975825
C 3.171762 -1.412941 2.607270
C 2.542696 -0.430976 1.648390
O 3.242594 0.602076 1.377081
O 1.388880 -0.696030 1.190798
H 4.600511 0.447264 2.217401
H 6.005499 -1.887948 4.453447
H 4.784077 -3.961385 5.087767
H 2.529144 -4.403615 4.132713
H 1.508669 -2.783851 2.558769
H -0.659744 -1.288686 -0.924498

Forces on atoms 1 to 3 (eV/Å):
-0.93 -0.21 -1.27
1.81 1.12 -2.17
0.27 -0.51 0.03

Output
2S+1   5
Orbital gap (alpha / beta)   6.43 / 6.26 eV
Total charge   +2

Electronic structure analysis, Löwdin charges in units of e: Pt 0.667; I 0.798; C -0.489; I 0.822; H -0.012; H -0.013; O 0.203; C -0.152; C 0.095; C 0.021; C 0.043; C 0.066; C -0.021; C -0.482; O 0.041; O -0.253; H 0.091; H 0.156; H 0.139; H 0.142; H 0.139; H 0.000

For reference, strongest force on any atom by record: 2.8; 7.4; 4.6 eV/A.